30
Properties=species:S:1:pos:R:3 method="wB97M-V/def2-TZVPD" e_above_lowest_kcal_mol=75.3 fmax_ev_per_a=6.261 spin_multiplicity=2 lumo_energy_ev="-3.8 / -7.6" charge=+1 s_squared=0.772
C 2.100 1.822 0.670
C 3.195 2.494 1.430
C 2.723 0.814 -0.301
H 1.468 1.212 1.390
H 1.416 2.467 0.285
H 2.992 3.325 2.084
H 3.523 0.107 -0.034
H 3.836 2.817 0.486
H 3.635 1.818 2.131
H 1.860 0.154 -0.482
H 3.018 1.176 -1.276
C 0.397 -1.776 1.302
C -1.348 -0.848 -0.375
C -1.036 -1.353 1.036
C -2.780 -0.624 -0.356
C -2.157 -1.177 1.821
C -0.519 -0.934 -1.575
C -1.230 -0.673 -2.763
C -2.543 -0.172 -2.666
C -3.309 -0.244 -1.554
N -3.267 -0.690 0.903
H 0.633 -1.136 -1.478
H -0.816 -0.839 -3.675
H -2.897 0.108 -3.548
H 0.868 -2.305 0.531
H 0.435 -2.442 2.140
H -2.604 -1.376 2.791
H -4.180 -0.591 1.227
H -4.366 -0.183 -1.705
H 0.954 -0.950 1.561

***

98
Properties=species:S:1:pos:R:3 method="wB97M-V/def2-TZVPD" fmax_ev_per_a=6.541 spin_multiplicity=1 lumo_energy_ev=-3.9 charge=+1
C 0.537 2.453 1.649
C -1.297 2.838 0.210
C 0.212 3.582 2.382
C -1.450 4.135 0.770
C -0.733 4.486 1.888
H 0.707 3.723 3.342
H -2.224 4.774 0.347
H -0.907 5.437 2.392
N -0.139 2.097 0.518
P 2.389 0.348 1.132
P -2.683 0.596 -0.806
C 1.582 1.501 2.275
H 2.349 2.081 2.820
H 1.056 0.905 3.041
C 0.586 -0.791 -0.285
O 0.614 -1.946 -0.426
C -2.408 2.307 -0.494
H -3.189 3.039 -0.731
C -2.654 0.221 -2.727
C -4.497 0.631 -0.165
C 3.885 1.319 0.438
C 2.905 -1.040 2.338
C -1.409 -0.656 -2.943
H -1.404 -1.515 -2.259
H -1.416 -1.039 -3.976
H -0.476 -0.099 -2.796
C -3.889 -0.590 -3.143
H -3.959 -1.533 -2.585
H -4.823 -0.026 -3.022
H -3.789 -0.843 -4.211
C -2.556 1.501 -3.556
H -2.552 1.209 -4.620
H -3.415 2.170 -3.406
H -1.631 2.060 -3.354
C -5.005 -0.816 -0.074
H -4.272 -1.471 0.410
H -5.924 -0.825 0.530
H -5.230 -1.237 -1.057
C -4.443 1.234 1.250
H -3.703 0.724 1.879
H -4.190 2.300 1.219
H -5.434 1.130 1.714
C -5.403 1.502 -1.066
H -4.871 2.092 -1.824
H -6.162 0.888 -1.572
H -5.955 2.220 -0.440
C 3.734 -2.053 1.536
H 3.929 -2.934 2.167
H 3.186 -2.397 0.648
H 4.708 -1.655 1.220
C 1.628 -1.733 2.844
H 1.071 -1.107 3.554
H 0.963 -2.014 2.024
H 1.919 -2.652 3.378
C 3.685 -0.541 3.564
H 3.775 -1.377 4.275
H 4.704 -0.219 3.326
H 3.169 0.275 4.085
C 3.420 2.721 0.020
H 4.273 3.254 -0.422
H 2.631 2.703 -0.730
H 3.068 3.310 0.878
C 4.439 0.550 -0.772
H 3.697 0.415 -1.561
H 5.279 1.128 -1.187
H 4.825 -0.436 -0.479
C 5.015 1.485 1.459
H 4.673 1.930 2.404
H 5.543 0.543 1.659
H 5.758 2.172 1.024
Be 0.564 0.966 -0.515
N 1.472 1.057 -1.906
C 1.901 1.522 -2.928
C 1.759 2.572 -3.874
C 2.514 2.668 -5.059
C 0.839 3.595 -3.538
C 2.369 3.786 -5.878
H 3.180 1.844 -5.336
C 0.721 4.733 -4.339
H 0.180 3.497 -2.663
C 1.489 4.818 -5.510
H 2.933 3.874 -6.807
H 0.037 5.530 -4.039
H 1.370 5.689 -6.155
C -3.099 -3.634 4.444
C -2.533 -2.679 3.436
C -2.403 -3.066 2.100
C -1.968 -2.125 1.161
N -1.643 -0.870 1.490
C -1.704 -0.510 2.781
C -2.144 -1.382 3.781
H -4.091 -3.992 4.138
H -2.461 -4.519 4.561
H -3.198 -3.153 5.422
H -2.654 -4.072 1.766
H -1.879 -2.402 0.106
H -1.399 0.512 3.035
H -2.198 -1.024 4.809

***

74
Properties=species:S:1:pos:R:3 method="wB97M-V/def2-TZVPD" fmax_ev_per_a=0.745 spin_multiplicity=1 lumo_energy_ev=2.0 charge=-1
Pt -0.433 0.832 0.829
C -2.066 3.665 -3.675
C -1.143 2.667 -3.354
C -0.865 2.327 -2.045
C -1.521 2.972 -0.963
C -2.438 4.003 -1.298
C -2.694 4.324 -2.624
N -1.267 2.608 0.317
N -2.088 3.228 1.280
C -1.838 2.759 2.454
C -2.534 3.214 3.644
C -2.294 2.629 4.837
C -1.336 1.572 4.949
C -0.679 1.199 3.812
N -0.878 1.759 2.605
H -2.280 3.921 -4.706
H -0.624 2.139 -4.149
H -0.137 1.560 -1.815
H -2.924 4.536 -0.495
H -3.404 5.117 -2.840
H -3.260 4.007 3.525
H -2.831 2.965 5.718
H -1.127 1.082 5.889
H 0.076 0.419 3.831
C -5.705 -2.162 -1.109
N -4.371 -1.611 -1.262
C -3.199 -2.484 -1.141
C -2.193 -1.513 -0.580
O -0.987 -1.828 -0.438
N -2.736 -0.320 -0.345
C -3.996 -0.422 -0.719
N -4.852 0.608 -0.557
H -5.906 -2.874 -1.908
H -6.443 -1.367 -1.164
H -5.815 -2.669 -0.146
H -2.892 -2.889 -2.106
H -3.389 -3.318 -0.460
H -4.361 1.436 -0.225
H -5.450 0.810 -1.345
C -0.021 -0.824 0.017
Ge 1.863 -1.185 -0.104
C 2.580 0.356 -1.066
C 3.052 1.503 -0.430
C 3.434 2.620 -1.163
C 3.340 2.614 -2.548
C 2.852 1.488 -3.197
C 2.477 0.373 -2.459
C 2.504 -1.289 1.749
C 1.742 -2.023 2.660
C 2.110 -2.123 3.994
C 3.248 -1.469 4.452
C 4.019 -0.738 3.562
C 3.654 -0.661 2.221
C 2.614 -2.809 -0.955
C 2.156 -4.068 -0.557
C 2.685 -5.235 -1.092
C 3.691 -5.166 -2.047
C 4.161 -3.927 -2.455
C 3.627 -2.762 -1.914
H 3.075 1.549 0.651
H 3.784 3.506 -0.648
H 3.623 3.491 -3.117
H 2.744 1.487 -4.275
H 2.075 -0.490 -2.980
H 0.824 -2.496 2.327
H 1.499 -2.695 4.682
H 3.525 -1.523 5.498
H 4.903 -0.218 3.911
H 4.284 -0.102 1.538
H 1.372 -4.142 0.191
H 2.314 -6.200 -0.764
H 4.109 -6.074 -2.466
H 4.948 -3.865 -3.198
H 4.014 -1.803 -2.239

***

15
Properties=species:S:1:pos:R:3 method="wB97M-V/def2-TZVPD" smiles="CC1=[NH+]C=N[C@@H]1C=S" e_above_lowest_kcal_mol=53.4 fmax_ev_per_a=3.852 spin_multiplicity=1 lumo_energy_ev=-5.3 charge=+1
C 0.279 -0.694 -0.553
C -1.430 -1.438 0.548
C 1.727 -0.970 -0.141
C -0.475 0.526 -0.066
C 0.098 1.861 -0.136
N -0.520 -1.830 -0.218
N -1.483 0.000 0.680
S 2.650 0.091 0.439
H 0.456 -0.562 -1.589
H -2.191 -1.943 0.999
H 1.901 -1.967 -0.551
H -0.410 2.759 0.257
H 0.193 2.027 -1.217
H 1.248 1.796 0.128
H -2.042 0.344 1.419

***

13
Properties=species:S:1:pos:R:3 method="wB97M-V/def2-TZVPD" smiles="N[N+]1=C(O)C=NC1" e_above_lowest_kcal_mol=40.3 fmax_ev_per_a=2.321 spin_multiplicity=1 lumo_energy_ev=-5.0 charge=+1
C 0.670 -1.218 -1.195
C 0.819 -0.586 0.175
C -0.769 0.464 -1.021
N -0.312 -0.617 -1.791
N -0.131 0.335 0.293
N -0.713 1.057 1.339
O 1.770 -0.888 0.992
H 1.181 -2.046 -1.709
H -0.342 1.329 -1.608
H -1.866 0.498 -0.904
H 1.563 -0.734 1.901
H -0.169 1.295 2.129
H -1.701 1.111 1.399

***

15
Properties=species:S:1:pos:R:3 method="wB97M-V/def2-TZVPD" e_above_lowest_kcal_mol=81.3 fmax_ev_per_a=1.300 spin_multiplicity=1 lumo_energy_ev="0.8 / 0.8"
O -2.148 1.617 0.265
C -1.924 0.231 0.014
C -0.496 -0.172 0.010
O 0.130 -0.111 1.181
C 1.446 -0.211 1.077
C 1.698 -0.729 -0.300
C 0.571 0.003 -1.025
H -1.718 1.813 1.107
H -2.472 -0.388 0.740
H -2.349 0.033 -0.974
H 0.821 1.086 -1.074
H 1.971 -0.395 2.002
H 1.429 -1.812 -0.298
H 2.704 -0.604 -0.700
H 0.338 -0.362 -2.026

***

100
Properties=species:S:1:pos:R:3 method="wB97M-V/def2-TZVPD" fmax_ev_per_a=3.117 spin_multiplicity=1 lumo_energy_ev=-4.6 charge=+1
C 1.351 5.259 -1.827
C 0.220 4.877 -2.826
C -0.400 3.561 -2.329
C -1.452 2.954 -3.298
C -1.367 1.418 -3.474
C -1.096 0.654 -2.177
N -0.656 -0.759 -2.412
P -1.832 -2.038 -2.069
O -2.492 -2.490 -3.296
C 0.537 -1.032 -2.854
N 1.368 0.107 -3.078
Br 2.675 0.200 -1.742
C 1.899 0.162 -4.471
C 3.223 0.880 -4.606
C 3.241 2.255 -4.777
C 4.420 2.934 -4.942
C 5.634 2.274 -4.931
C 6.945 3.016 -5.110
C 5.625 0.899 -4.742
C 4.440 0.229 -4.603
N 1.069 -2.292 -3.069
C 0.481 -3.044 -4.243
C 1.452 -4.086 -4.846
C 2.915 -3.587 -5.020
P 1.376 -3.209 -1.589
O 0.951 -4.756 -1.860
O 2.994 -3.297 -1.376
H 2.018 4.388 -1.749
H 1.886 6.164 -2.117
H 0.900 5.356 -0.830
H 0.690 4.761 -3.809
H -0.553 5.653 -2.787
H 0.428 2.837 -2.250
H -0.880 3.693 -1.350
H -1.247 3.386 -4.289
H -2.469 3.287 -3.059
H -2.335 1.086 -3.875
H -0.630 1.209 -4.254
H -2.035 0.604 -1.613
H -0.354 1.107 -1.517
H -1.323 -3.070 -1.259
H -2.828 -1.403 -1.292
H 1.198 0.724 -5.105
H 2.023 -0.821 -4.945
H 2.283 2.777 -4.803
H 4.412 4.013 -5.088
H 7.493 3.054 -4.163
H 6.732 4.026 -5.475
H 7.562 2.497 -5.851
H 6.572 0.363 -4.721
H 4.434 -0.854 -4.465
H 0.238 -2.322 -5.029
H -0.408 -3.604 -3.932
H 1.022 -4.346 -5.821
H 1.452 -5.018 -4.273
H 3.580 -4.423 -4.783
H 3.148 -2.754 -4.354
H 3.059 -3.323 -6.074
H 1.570 -5.294 -1.334
H 3.315 -2.459 -1.015
C -4.898 -3.506 2.960
C -3.499 -3.980 2.579
C -2.420 -3.543 3.569
C -2.236 -2.030 3.702
C -1.906 -1.303 2.400
C -0.584 -1.747 1.781
H -4.966 -2.417 2.978
H -5.632 -3.869 2.239
H -5.181 -3.884 3.944
H -3.256 -3.631 1.569
H -3.502 -5.072 2.531
H -1.470 -4.002 3.280
H -2.659 -3.949 4.556
H -1.438 -1.840 4.427
H -3.140 -1.589 4.131
H -1.851 -0.231 2.607
H -2.716 -1.434 1.675
H 0.245 -1.582 2.471
H -0.381 -1.173 0.870
H -0.600 -2.804 1.508
C -1.350 1.375 5.341
C -1.223 0.666 6.686
C -2.559 0.496 7.407
C -3.266 1.800 7.781
C -2.453 2.747 8.663
C -2.104 2.154 10.025
H -1.733 2.390 5.452
H -0.373 1.443 4.857
H -2.019 0.825 4.675
H -0.513 1.205 7.319
H -0.792 -0.325 6.519
H -2.399 -0.104 8.307
H -3.232 -0.093 6.773
H -4.200 1.552 8.295
H -3.558 2.331 6.870
H -3.035 3.659 8.818
H -1.536 3.053 8.150
H -3.008 1.882 10.574
H -1.553 2.880 10.625
H -1.479 1.265 9.931

***

60
Properties=species:S:1:pos:R:3 method="wB97M-V/def2-TZVPD" smiles="CC(=O)N(C)n1c(CCC(N)=O)[nH+]c(CCCCCCCSc2nnco2)c1P(O)Br" fmax_ev_per_a=1.036 spin_multiplicity=1 lumo_energy_ev=-3.0 charge=+1
C 3.171 3.708 -1.412
C 3.024 2.227 -1.325
O 3.893 1.448 -1.581
N 1.767 1.770 -0.847
C 0.572 2.252 -1.540
N 1.823 0.410 -0.557
C 1.614 -0.612 -1.375
C 1.217 -0.641 -2.803
C -0.230 -1.235 -2.949
C -1.073 -0.368 -3.885
N -2.154 0.379 -3.319
O -0.807 -0.321 -5.039
N 1.798 -1.740 -0.670
C 2.120 -1.429 0.633
C 2.292 -2.473 1.672
C 0.895 -2.980 2.169
C -0.268 -2.061 1.841
C -1.582 -2.492 2.539
C -2.727 -2.603 1.539
C -3.027 -1.297 0.812
C -3.742 -0.272 1.669
S -4.347 1.118 0.648
C -3.222 2.362 1.097
N -3.397 3.393 1.853
N -2.195 4.096 1.859
C -1.389 3.424 1.113
O -1.945 2.308 0.579
C 2.159 -0.068 0.737
P 2.559 0.764 2.321
O 4.155 0.975 2.132
Br 1.783 2.845 2.109
H 2.600 4.151 -0.599
H 4.210 3.977 -1.305
H 2.734 4.078 -2.336
H 0.620 2.170 -2.621
H -0.310 1.766 -1.143
H 0.468 3.310 -1.323
H 1.302 0.317 -3.287
H 1.888 -1.347 -3.278
H -0.181 -2.247 -3.329
H -0.708 -1.269 -1.973
H -2.971 -0.225 -3.293
H -1.917 0.634 -2.368
H 1.688 -2.668 -1.042
H 2.845 -2.067 2.509
H 2.833 -3.328 1.284
H 0.702 -3.938 1.695
H 0.926 -3.122 3.242
H -0.065 -1.042 2.157
H -0.487 -2.072 0.775
H -1.420 -3.437 3.048
H -1.866 -1.749 3.277
H -2.540 -3.381 0.802
H -3.621 -2.873 2.099
H -2.150 -0.847 0.348
H -3.707 -1.529 -0.008
H -4.609 -0.713 2.144
H -3.088 0.168 2.413
H -0.369 3.629 0.854
H 4.460 0.771 1.238

***

32
Properties=species:S:1:pos:R:3 method="wB97M-V/def2-TZVPD" e_above_lowest_kcal_mol=0.0 fmax_ev_per_a=0.802 spin_multiplicity=2 lumo_energy_ev="-0.1 / -0.2" s_squared=1.227
Co 0.102 0.085 0.052
Cl 2.136 2.412 -2.210
C 1.606 0.834 -2.686
C 0.838 0.101 -1.798
C 0.442 -1.156 -2.239
Cl -0.551 -2.018 -1.091
C 0.774 -1.702 -3.466
Cl 0.237 -3.273 -3.920
C 1.558 -0.936 -4.329
Cl 2.002 -1.565 -5.868
C 1.974 0.337 -3.938
Cl 2.943 1.277 -5.008
C -1.610 1.156 0.165
H -2.206 0.916 1.055
H -2.209 0.910 -0.714
H -1.422 2.236 0.141
C 4.133 -1.746 2.579
N 3.027 -0.820 2.783
C 2.886 -0.092 3.913
C 1.866 0.783 4.073
C 0.954 0.931 2.990
N 1.092 0.210 1.887
C 2.103 -0.693 1.743
O 2.209 -1.357 0.726
N -0.066 1.791 3.031
H 4.788 -1.718 3.445
H 4.689 -1.467 1.686
H 3.754 -2.756 2.432
H 3.632 -0.245 4.679
H 1.761 1.364 4.976
H -0.232 2.363 3.836
H -0.685 1.823 2.230

***

40
Properties=species:S:1:pos:R:3 method="wB97M-V/def2-TZVPD" e_above_lowest_kcal_mol=71.7 fmax_ev_per_a=4.014 spin_multiplicity=1 lumo_energy_ev="1.9 / 1.9" charge=-1
Rh -1.201 0.724 -0.751
S 2.958 0.815 1.122
C 3.129 0.827 -0.627
C 4.285 0.821 -1.371
C 4.180 0.816 -2.760
C 2.931 0.821 -3.371
C 1.767 0.828 -2.630
C 1.849 0.827 -1.230
N 0.814 0.801 -0.369
C 1.204 0.790 0.938
C 0.289 0.758 1.997
C 0.660 0.792 3.363
C -0.309 0.822 4.338
C -1.657 0.812 4.006
C -2.043 0.744 2.658
C -1.090 0.705 1.685
H 5.248 0.816 -0.885
H 5.079 0.815 -3.360
H 2.877 0.815 -4.451
H 0.785 0.839 -3.090
H 1.711 0.814 3.616
H -0.015 0.867 5.380
H -2.408 0.859 4.780
H -3.093 0.736 2.403
O -3.584 2.794 0.373
S -2.984 2.527 -0.905
O -3.382 3.418 -1.961
O -3.144 1.071 -1.310
O -1.413 2.556 -0.746
C -2.291 -3.169 -1.278
C -0.963 -2.443 -0.988
C -0.340 -2.976 0.315
O -1.170 -1.097 -0.922
H -2.119 -4.229 -1.449
H -2.764 -2.729 -2.153
H -2.957 -3.038 -0.430
H -0.258 -2.656 -1.821
H -1.024 -2.796 1.140
H 0.592 -2.457 0.523
H -0.149 -4.043 0.222